one.
{"formula": "C9H10N3O", "method": "ωB97M-V/def2-TZVPD", "charge": 1, "homo_energy_ev": [-13.24, -13.24], "lumo_ev": [-5.718, -5.718], "orbital_gap_ev": [7.526, 7.525], "species": ["C", "C", "C", "C", "C", "C", "C", "C", "C", "N", "N", "N", "O", "H", "H", "H", "H", "H", "H", "H", "H", "H", "H"], "positions_angstrom": [[3.379, -1.221, -0.558], [3.848, 0.849, 0.776], [0.214, 1.092, -0.474], [-1.054, 1.084, -0.075], [0.963, 0.182, 0.241], [3.214, -0.193, 0.223], [-1.251, -0.198, 0.736], [-2.047, 2.047, -0.569], [-1.921, -1.275, -0.152], [3.422, -2.325, -1.062], [4.472, 1.668, 1.310], [0.153, -0.663, 0.875], [-1.747, -0.155, 1.979], [0.533, 2.006, -1.128], [-1.654, 2.978, -0.891], [-2.891, 2.196, -0.016], [-2.372, 1.579, -1.510], [-1.572, -1.499, -1.127], [-2.990, -0.994, -0.316], [-1.913, -2.284, 0.366], [3.256, -2.565, -2.031], [0.374, -1.382, 1.551], [-2.417, -0.924, 1.853]], "lowdin_charge": [-0.126, -0.257, -0.019, -0.135, 0.075, -0.007, -0.543, 0.024, 0.024, 0.238, 0.214, 0.152, 0.091, 0.182, 0.095, 0.070, 0.126, 0.089, 0.120, 0.125, 0.111, 0.183, 0.167]}

---

two.
{"formula": "C9H10N3O", "method": "ωB97M-V/def2-TZVPD", "charge": 1, "homo_energy_ev": -12.95, "smiles": "CN1C=CO[NH+]=C1c1cccnc1", "lumo_ev": -5.017, "orbital_gap_ev": 7.936, "species": ["C", "N", "C", "C", "O", "N", "C", "C", "C", "C", "C", "N", "C", "H", "H", "H", "H", "H", "H", "H", "H", "H", "H"], "positions_angstrom": [[0.872, -1.025, 1.663], [1.186, -0.883, 0.273], [2.316, -1.529, -0.317], [2.722, -1.212, -1.531], [2.240, -0.286, -2.406], [0.983, 0.234, -1.953], [0.685, 0.135, -0.399], [-0.656, 0.594, -0.070], [-1.039, 1.667, 0.788], [-2.391, 1.829, 1.054], [-3.326, 1.048, 0.328], [-2.934, 0.117, -0.502], [-1.652, -0.101, -0.764], [0.628, -2.065, 1.882], [1.757, -0.691, 2.255], [0.051, -0.386, 1.829], [2.792, -2.274, 0.324], [3.673, -1.661, -1.894], [0.887, 1.135, -2.419], [-0.367, 2.456, 1.079], [-2.719, 2.405, 1.873], [-4.409, 1.280, 0.305], [-1.299, -0.788, -1.397]], "lowdin_charge": [0.032, -0.052, -0.017, -0.080, -0.020, 0.147, -0.027, -0.178, 0.007, -0.014, -0.091, 0.098, -0.051, 0.125, 0.139, 0.074, 0.144, 0.162, 0.156, 0.125, 0.102, 0.135, 0.086]}

---

The structure shown above that is least stable: one.